Density functional theory data (wB97M-V/def2-TZVPD) for C21H45Br4N3O5V as an isolated structure at a distorted geometry.

⟨S²⟩ = 0.866
Gap between HOMO and LUMO (spin up / spin down) = 3.133 / 4.006 eV
LUMO (spin up / spin down) = -10.4082 / -9.5383 eV

ORCA input file:
```
! wB97M-V def2-TZVPD RIJCOSX def2/J DEFGRID3
* xyz 2 2
H -1.3763 -4.6264 2.1181
H 5.1083 -0.3337 1.7310
Br 1.3783 2.7405 -3.7350
C -4.3036 2.7540 1.0057
H -5.8883 -1.0866 -0.1797
H -1.7896 1.7853 -0.1931
C 6.0339 -0.1868 1.1743
C 5.7053 -0.0463 -0.3683
C 4.7394 1.0226 -0.7134
C -2.5775 3.3739 2.7184
H 0.7901 -1.1488 -1.7551
H 2.1324 -3.0093 -1.4855
N 2.6419 -4.8403 -0.8071
Br -0.6080 0.3465 -7.0823
H 1.4081 1.8558 -6.6265
H -1.7600 0.6358 2.3981
C -3.5595 3.2898 3.8723
C 0.0872 2.0153 -5.0729
H -6.8030 0.2061 -0.8846
H 1.5346 0.4306 -5.7215
Br -3.7523 -5.3174 1.1299
O -5.2197 0.7420 0.2750
H -2.8701 0.2604 1.0686
H 0.7472 0.6975 -1.6677
H 7.7337 1.0906 1.2065
H -3.2065 3.8197 4.7570
H 6.5775 0.0077 -1.0198
C 6.7569 1.1069 1.6901
H -1.0445 3.8910 -1.1845
C 1.4979 -5.5177 -1.1482
H -0.7755 2.7527 0.8812
H -4.1621 2.1260 -1.0577
C 1.2486 -0.2297 -1.3902
C -1.9774 -4.2953 1.2713
C 0.7981 1.1680 -6.0409
C -4.7881 1.9705 -0.1790
H 6.1761 2.0168 1.5390
N -2.8323 2.4556 1.4960
H -1.4149 4.7931 0.1182
H 4.6535 -5.6513 -0.6457
H -1.5558 -4.6353 0.3254
C -1.8375 3.9575 -0.4397
H -1.4521 -2.2053 1.1974
H 0.7419 -4.8803 -1.6323
O 2.5686 -0.3155 0.5908
C -1.7519 2.6992 0.3997
H 6.8904 1.1263 2.7717
H 3.4424 -6.6430 0.0835
C -2.3484 -2.8017 1.3677
H -5.0110 2.6552 1.8291
H 2.4237 -2.9709 0.2512
C 3.6972 -5.6039 -0.1249
H -1.5695 3.2374 3.1098
C -5.7846 -0.1464 -0.7215
H -4.3113 3.8355 0.8697
N 4.0509 1.8975 -1.0545
H -0.2754 2.8893 -5.6140
H -0.6377 1.4635 -4.4745
C -2.7069 0.9067 1.9311
H -3.5167 0.7403 2.6414
H -5.1418 -0.1917 -1.6006
O 0.4203 0.1022 0.8305
H -3.8123 2.2945 4.2378
H 6.6644 -1.0480 1.3955
H -4.5583 3.6702 3.6586
H -2.6475 4.3931 2.3385
H 5.3249 -1.0211 -0.6734
H 3.9874 -5.0706 0.7803
H 3.8359 -3.1798 -0.8769
H -5.7176 2.4790 -0.4349
H 2.1904 -0.2743 -1.9372
O 2.9106 0.6574 3.1236
H -2.7793 4.2891 -0.8771
C 1.4446 -0.0728 0.1144
V 1.7248 -0.3028 2.7568
O 1.3136 -6.6683 -0.8963
C 2.7808 -3.3825 -0.6928
H -3.0407 -2.3694 0.6452
Br -2.9960 -2.5751 3.3092
*
```